Record 1
Below is a single C4H9NO molecule at a distorted geometry, with properties calculated with ωB97M-V/def2-TZVPD.

Geometry (Å):
O (-1.80, 0.09, -0.24)
N (0.12, 1.50, 0.27)
C (0.81, 0.48, -0.39)
C (1.62, -0.59, 0.33)
C (-0.88, -0.87, 0.36)
C (0.31, -0.94, -0.45)
H (2.50, -0.89, -0.19)
H (-0.39, 1.93, -0.68)
H (-0.68, -0.76, 1.46)
H (1.37, -0.71, 1.49)
H (1.63, 0.86, -1.24)
H (-1.51, 0.93, 0.43)
H (-1.59, -1.74, 0.34)
H (0.76, 2.18, 0.66)
H (0.27, -1.51, -1.39)

## Properties
- Net charge: 0
- Structure (SMILES): N[C@H]1C[C@H]1CO
- 2S+1: 1

---

Record 2
Below is a molecular structure, C22H26AuBN2O3S2 at a distorted geometry, with properties calculated with ωB97M-V/def2-TZVPD.

Geometry (Å):
Au (0.20, 0.21, -0.45)
S (3.20, -2.68, 1.87)
S (2.46, -0.29, 0.28)
O (-1.88, -0.12, -0.26)
O (-0.02, 3.11, -1.46)
O (0.27, 2.82, 0.78)
N (-0.14, -0.75, 1.71)
N (0.84, -1.62, 2.05)
C (1.97, -1.46, 1.48)
C (-0.26, 4.42, -0.88)
C (2.20, -4.16, 1.41)
C (2.33, -4.34, -2.37)
C (-1.04, -0.93, 3.94)
C (1.11, -3.77, -2.72)
C (-2.14, 0.47, 2.06)
C (1.73, 4.71, 0.75)
C (0.47, 5.47, -1.71)
C (-3.48, 1.51, 0.32)
C (-3.81, 2.15, 2.62)
C (-2.84, 1.25, 2.99)
C (0.22, -3.39, -1.73)
C (-1.76, 4.66, -0.94)
C (2.67, -4.49, -1.04)
C (-0.58, 4.89, 1.66)
C (-1.07, -0.42, 2.52)
C (-2.47, 0.60, 0.68)
C (1.79, -4.09, -0.03)
C (0.28, 4.26, 0.59)
C (0.56, -3.56, -0.39)
C (-4.14, 2.27, 1.27)
B (0.18, 2.25, -0.44)
H (-0.63, -1.93, 3.94)
H (0.00, 5.53, -2.69)
H (-0.38, -0.31, 4.55)
H (-2.03, -0.93, 4.38)
H (2.10, 4.36, 1.72)
H (-0.74, -2.96, -1.99)
H (0.39, 6.44, -1.23)
H (-2.58, 1.16, 4.04)
H (-2.01, 5.65, -0.56)
H (1.52, 5.22, -1.84)
H (2.87, -4.99, 1.62)
H (-0.10, 4.75, 2.63)
H (1.83, 5.79, 0.70)
H (3.02, -4.66, -3.14)
H (3.63, -4.92, -0.77)
H (-0.69, 5.96, 1.48)
H (0.86, -3.62, -3.77)
H (-0.15, -3.27, 0.38)
H (-2.08, 4.59, -1.98)
H (-4.91, 2.96, 0.96)
H (1.34, -4.19, 2.07)
H (2.36, 4.26, -0.02)
H (-1.56, 4.43, 1.70)
H (-3.72, 1.58, -0.73)
H (-4.32, 2.75, 3.36)
H (-2.30, 3.91, -0.36)

## Properties
- Net charge: 0
- 2S+1: 1

---

Record 3
Below is a molecular structure, ClNO7Tl at a distorted geometry, with properties calculated with ωB97M-V/def2-TZVPD.

Geometry (Å):
Tl (-22.02, 1.77, -0.50)
Cl (-23.73, 1.13, 6.91)
O (-23.75, -0.32, 7.12)
O (-22.69, -3.35, -3.34)
O (-23.44, 1.58, 5.57)
O (-23.72, -5.09, -2.68)
O (-24.81, 1.72, 7.67)
O (-22.44, 1.61, 7.35)
O (-22.01, -5.22, -3.94)
N (-22.92, -4.50, -3.37)

## Properties
- Net charge: +1
- 2S+1: 1

---

Record 4
Below is 13 unconnected molecules or ions with the total composition C27H80N6O13 at a distorted geometry, with properties calculated with ωB97M-V/def2-TZVPD.

Geometry (Å):
O (-0.63, 0.99, -1.32)
O (-0.40, -0.93, -3.96)
O (-1.21, -2.52, 3.16)
O (-2.29, 2.45, -3.74)
O (-0.85, 2.27, 2.38)
O (3.53, -5.62, -1.57)
O (2.97, 2.72, 0.24)
O (-0.38, -5.12, -0.90)
O (-2.95, 5.12, 1.28)
O (-5.14, 0.20, 0.60)
O (3.90, -0.27, 3.07)
O (3.16, 2.03, -2.66)
O (1.18, 0.57, 5.07)
N (-0.57, -0.07, 0.86)
N (-1.02, -3.38, 0.66)
N (-1.29, 4.34, 3.49)
N (-0.12, -1.26, -0.89)
N (-0.10, 2.95, 4.56)
N (0.78, -4.45, 1.13)
C (-1.29, 3.30, -3.34)
C (3.08, -4.61, -3.52)
C (2.69, -0.62, 1.18)
C (-3.28, -3.43, 3.03)
C (2.77, -0.05, -3.71)
C (-4.68, 1.35, 0.67)
C (-0.49, -0.13, -0.46)
C (4.42, -2.19, 1.90)
C (3.12, -3.32, -1.46)
C (2.82, -4.67, -2.05)
C (-0.46, -2.01, -4.55)
C (-1.09, 4.63, 0.23)
C (-5.82, 2.44, 0.81)
C (-0.37, -3.06, -3.43)
C (-2.42, -2.22, 3.41)
C (1.64, 2.94, 0.07)
C (0.65, -2.19, -5.55)
C (-2.45, 5.37, 0.16)
C (-3.66, 1.78, -0.36)
C (-0.21, -4.31, 0.26)
C (0.50, -0.23, 4.15)
C (-2.29, 6.88, 0.03)
C (-2.97, -0.98, 2.67)
C (3.99, -0.78, 1.94)
C (4.36, 0.29, -1.77)
C (-0.72, 3.19, 3.46)
C (3.11, 0.81, -2.47)
H (2.60, -5.51, -3.88)
H (-0.48, 0.16, 3.93)
H (-1.79, 4.62, 2.63)
H (5.16, -2.34, 2.62)
H (-0.03, -1.29, -1.88)
H (1.85, 0.21, -4.21)
H (-3.22, -3.74, 2.01)
H (0.32, 2.05, 4.76)
H (1.77, -5.01, -1.92)
H (3.40, -5.79, -0.65)
H (-0.75, 0.82, 1.21)
H (-4.13, 2.09, -1.34)
H (4.31, -0.75, -1.51)
H (4.73, -2.42, 0.82)
H (2.25, 0.68, -1.83)
H (-1.33, -3.12, -2.88)
H (-2.36, 1.82, -2.98)
H (3.05, 2.46, 1.16)
H (-0.44, 2.71, -2.98)
H (0.94, -3.77, 1.90)
H (1.30, 2.80, -0.91)
H (0.70, -1.39, -6.32)
H (-0.20, 3.58, 5.41)
H (-3.94, 5.27, 1.17)
H (-1.26, 3.55, 0.33)
H (1.56, -5.09, 1.01)
H (-0.52, 5.05, 0.98)
H (2.74, -0.99, 0.19)
H (-3.97, -0.71, 3.13)
H (3.96, -2.86, -1.86)
H (2.26, 0.40, 1.10)
H (3.10, 2.43, -1.83)
H (-3.04, 4.95, -0.65)
H (3.56, 0.64, 2.96)
H (1.16, 2.23, 0.70)
H (-2.91, -4.29, 3.56)
H (-5.62, -0.02, 1.39)
H (1.90, -1.28, 1.66)
H (2.57, -1.09, -3.38)
H (-3.05, 0.93, -0.58)
H (4.72, -0.14, 1.46)
H (-6.41, 2.49, -0.08)
H (1.30, 3.94, 0.37)
H (-6.42, 2.23, 1.69)
H (1.58, -2.31, -5.01)
H (4.53, 0.78, -0.82)
H (-0.58, 4.88, -0.72)
H (2.30, -2.63, -1.33)
H (-0.45, -0.81, 1.55)
H (0.26, -1.20, 4.50)
H (-4.19, 1.34, 1.61)
H (5.19, 0.46, -2.40)
H (3.46, 0.17, -4.59)
H (3.57, -2.81, 2.08)
H (4.13, -4.56, -3.71)
H (3.31, -3.55, -0.46)
H (0.45, -2.86, -2.78)
H (-1.60, 3.89, -2.50)
H (-1.23, -0.58, -3.68)
H (-1.39, -2.13, -5.04)
H (-4.30, -3.33, 3.32)
H (-1.26, 4.93, 4.32)
H (-0.94, -3.18, 3.85)
H (0.60, -3.14, -6.10)
H (1.51, 0.01, 5.76)
H (-1.81, -3.15, 0.04)
H (-3.22, 7.46, 0.27)
H (-1.08, 4.06, -4.08)
H (-3.10, 2.53, 0.28)
H (-1.87, 7.11, -0.94)
H (-0.23, -2.05, -0.27)
H (-3.14, -1.29, 1.64)
H (1.16, -0.32, 3.25)
H (-0.27, -4.06, -3.78)
H (-1.63, 7.20, 0.81)
H (-5.47, 3.45, 1.07)
H (-1.06, -3.05, 1.62)
H (2.73, -3.75, -4.07)
H (-2.41, -2.05, 4.44)
H (-2.40, -0.11, 2.65)

## Properties
- Net charge: 0
- 2S+1: 1

---

Record 5
Below is 7 unconnected molecules or ions with the total composition C45H97ClF3N2O18S at a distorted geometry, with properties calculated with ωB97M-V/def2-TZVPD.

Geometry (Å):
Cl (4.90, 2.16, 1.68)
S (6.26, 0.63, 2.08)
F (5.78, -0.41, -2.74)
F (5.19, -1.44, -4.92)
F (5.06, -2.69, -2.89)
O (1.88, -4.08, -1.87)
O (0.30, -2.80, -4.13)
O (-5.51, -0.77, 6.56)
O (-1.87, 1.33, -1.19)
O (1.47, -9.73, -2.73)
O (-0.14, -2.60, -1.78)
O (7.69, 1.23, 1.83)
O (1.74, -6.91, -7.24)
O (4.12, -6.05, -8.78)
O (3.94, -8.38, -3.63)
O (-7.08, 3.78, 9.05)
O (-5.20, -0.27, 3.66)
O (2.06, 7.79, -1.23)
O (2.45, 4.87, -1.31)
O (-4.48, 3.16, 7.80)
O (0.83, 10.65, 3.27)
O (6.26, 0.16, 3.56)
O (2.06, 7.97, 3.08)
N (-0.03, 1.28, 1.52)
N (0.24, 0.61, -2.37)
C (2.62, 7.85, -2.54)
C (-6.81, -1.30, 6.28)
C (0.87, -9.36, -3.97)
C (-6.38, 4.08, 10.25)
C (1.01, 6.83, -1.13)
C (3.89, -9.41, -2.64)
C (0.54, -3.91, -1.71)
C (-0.01, 10.28, 2.17)
C (4.86, -1.31, -3.47)
C (3.31, -1.07, 1.20)
C (2.73, -10.38, -2.90)
C (-5.89, 0.96, 3.86)
C (1.95, -0.82, 0.26)
C (3.49, -7.33, -8.90)
C (-3.52, -0.82, 0.71)
C (-0.07, -0.38, -3.46)
C (3.26, -0.96, -3.29)
C (2.93, 8.49, 2.08)
C (6.06, -0.89, 0.99)
C (-4.50, -1.36, 5.74)
C (1.99, -7.25, -8.61)
C (-6.54, 4.46, 7.92)
C (-0.28, -5.32, -1.36)
C (-0.58, 0.61, -1.08)
C (-5.65, 3.54, 7.08)
C (-4.09, 0.13, -0.54)
C (-4.12, -0.43, 4.58)
C (3.39, -7.16, -3.16)
C (1.42, -5.54, -7.07)
C (0.40, 1.33, 0.07)
C (1.50, 5.53, -0.48)
C (0.81, 9.67, 4.31)
C (-2.91, 0.40, -1.69)
C (4.81, -5.91, -7.54)
C (1.89, 0.70, -0.34)
C (4.62, -0.99, 0.22)
C (2.05, 8.78, 4.26)
C (3.79, 5.08, -0.88)
C (2.92, 0.61, -3.01)
C (1.69, 0.92, -1.99)
C (-6.70, -0.37, -0.47)
C (-5.31, -0.67, -1.32)
C (0.04, -1.96, -3.09)
C (-4.58, 1.85, 8.34)
C (-4.98, -2.27, -1.44)
H (3.99, 6.13, -0.65)
H (-4.45, 1.11, 7.55)
H (3.83, -8.99, -1.63)
H (-0.81, -0.41, -0.55)
H (-6.10, 1.15, 4.91)
H (0.56, 6.63, -2.11)
H (-5.61, -2.70, -2.32)
H (-3.78, 1.72, 9.08)
H (2.79, 9.57, 1.94)
H (2.67, 1.48, 0.05)
H (4.21, -6.25, -6.69)
H (-6.89, -2.30, 6.72)
H (2.10, -4.88, -7.62)
H (4.56, -0.08, -0.52)
H (-5.41, -0.20, -2.40)
H (3.85, 1.26, -2.64)
H (2.62, 1.09, -4.06)
H (-3.77, 0.54, 4.95)
H (4.83, -9.97, -2.71)
H (0.65, 4.86, -0.36)
H (-7.65, -0.61, -1.12)
H (1.54, -8.23, -8.78)
H (-0.11, 9.07, 4.27)
H (0.77, 1.73, 2.06)
H (0.25, 10.92, 1.32)
H (-6.71, -1.03, 0.53)
H (3.97, 8.28, 2.35)
H (-1.42, -5.13, -1.13)
H (1.65, 2.12, -2.02)
H (2.43, -7.31, -2.64)
H (0.62, -0.14, -4.40)
H (2.03, 8.09, 5.12)
H (-5.25, -2.79, -0.40)
H (0.26, -5.76, -0.39)
H (1.95, -1.68, -0.54)
H (6.89, -0.79, 0.13)
H (-5.54, 1.69, 8.84)
H (-4.46, -1.29, 1.23)
H (2.84, -1.73, -2.52)
H (-5.32, 4.09, 6.19)
H (-3.34, 0.87, -2.68)
H (5.75, -6.47, -7.57)
H (2.76, -1.24, -4.34)
H (4.00, 4.47, 0.01)
H (-1.18, -0.18, -3.84)
H (0.27, 2.48, -0.18)
H (-3.29, -0.89, 4.02)
H (1.92, 5.73, 0.52)
H (-0.10, -6.12, -2.21)
H (3.24, -2.09, 1.80)
H (-6.74, 0.77, -0.13)
H (0.06, -8.66, -3.77)
H (1.04, -1.07, 0.99)
H (1.59, -8.88, -4.64)
H (-4.82, -2.34, 5.37)
H (1.50, -6.53, -9.28)
H (-2.94, -0.15, 1.48)
H (-2.81, -1.66, 0.27)
H (2.77, -11.19, -2.16)
H (-7.55, -0.65, 6.75)
H (-1.05, 10.45, 2.44)
H (-3.62, -1.51, 6.37)
H (0.39, -5.36, -7.39)
H (0.14, 9.24, 1.88)
H (-5.30, 1.78, 3.44)
H (6.34, -1.85, 1.60)
H (2.80, -10.83, -3.89)
H (3.56, 8.41, -2.49)
H (-6.67, 3.34, 11.01)
H (2.81, 6.86, -2.95)
H (4.10, -6.67, -2.48)
H (-2.47, -0.67, -1.95)
H (-0.81, 2.00, 1.60)
H (2.70, 7.99, 1.14)
H (-5.30, 4.03, 10.11)
H (-6.21, 2.66, 6.74)
H (1.93, 8.39, -3.20)
H (2.97, 9.37, 4.34)
H (-6.00, 5.36, 8.23)
H (-4.43, 1.18, -0.09)
H (5.04, -4.85, -7.40)
H (4.64, -1.97, -0.44)
H (3.22, -6.50, -4.02)
H (0.24, 7.27, -0.49)
H (0.81, 10.22, 5.26)
H (3.63, -7.66, -9.93)
H (4.47, 4.77, -1.68)
H (-6.67, 5.07, 10.60)
H (0.46, -10.25, -4.45)
H (-0.07, 1.53, -2.81)
H (-3.84, -2.46, -1.68)
H (-7.39, 4.79, 7.30)
H (1.50, -5.30, -6.00)
H (-7.01, -1.35, 5.21)
H (-6.84, 0.91, 3.31)
H (3.38, -0.23, 2.05)
H (3.98, -8.07, -8.25)

## Properties
- Net charge: +1
- 2S+1: 1

---

Record 6
Below is a molecular structure, C40H54Cl2N4O7PY at a distorted geometry, with properties calculated with ωB97M-V/def2-TZVPD.

Geometry (Å):
Y (0.03, -0.39, -0.27)
Cl (-1.69, 5.37, 3.54)
Cl (-6.97, 5.24, 2.17)
P (3.25, -2.07, -0.63)
O (0.44, 1.25, -1.97)
O (-2.41, 0.34, -0.99)
O (-0.75, 1.51, 3.10)
O (-0.37, 1.59, 0.92)
O (0.31, 1.15, -4.19)
O (-0.61, -1.47, -2.19)
O (-1.23, -2.18, -4.21)
N (2.09, -1.16, -0.16)
N (1.67, -0.21, 2.71)
N (-4.08, 5.13, 1.61)
N (0.39, -0.76, 2.30)
C (-3.36, 5.08, 3.93)
C (-2.30, -0.30, -3.26)
C (-0.87, 4.10, -0.10)
C (-2.99, -3.42, 2.44)
C (-2.27, 2.73, 1.64)
C (-1.28, -1.42, -3.27)
C (-2.39, 1.58, -1.81)
C (-5.68, 5.01, 3.42)
C (-1.56, 6.27, -0.88)
C (2.00, -4.04, 0.81)
C (4.97, -0.24, 0.68)
C (-3.68, 5.18, 5.30)
C (-3.88, 1.82, -1.98)
C (4.68, -2.28, 1.79)
C (-2.29, -2.29, 1.98)
C (-2.47, -4.51, 0.33)
C (4.77, -2.80, -3.06)
C (-0.23, 1.19, -3.06)
C (-1.99, 3.98, 0.81)
C (-1.82, -3.38, -0.10)
C (-1.09, 1.90, 1.93)
C (4.46, -0.35, -2.50)
C (3.99, -4.78, -0.55)
C (-6.00, 5.06, 4.76)
C (2.52, -1.60, -3.30)
C (-2.89, 5.09, 0.83)
C (-4.99, 5.14, 5.67)
C (-0.71, 5.22, -0.88)
C (-1.77, 1.15, -3.11)
C (-2.99, -4.56, 1.62)
C (6.20, -2.29, -0.07)
C (2.80, -3.84, -0.47)
C (1.87, -4.24, -1.66)
C (-1.69, -2.18, 0.72)
C (-3.13, -0.46, -1.99)
C (3.78, -1.80, -2.40)
C (4.86, -1.74, 0.44)
C (-2.68, 6.19, -0.09)
C (-4.40, 0.37, -2.15)
C (-4.31, 4.97, 2.93)
H (-3.04, 2.16, 1.10)
H (-3.08, -1.44, -1.54)
H (-2.25, -1.47, 2.64)
H (-3.42, -5.47, 1.93)
H (-3.46, -3.48, 3.47)
H (4.24, -3.75, -3.25)
H (4.01, 0.09, 1.14)
H (1.47, -5.23, -1.46)
H (2.26, -0.38, 1.86)
H (-0.17, 3.27, -0.17)
H (-4.82, 0.31, -3.23)
H (0.19, 5.20, -1.51)
H (1.99, -0.68, -3.07)
H (3.70, -5.64, -1.19)
H (2.56, -3.88, 1.72)
H (-3.40, 6.98, 0.09)
H (0.38, -1.68, 2.70)
H (-2.94, -0.32, -4.19)
H (2.87, -1.50, -4.32)
H (4.01, 0.39, -1.83)
H (-5.18, 0.08, -1.42)
H (4.98, -2.40, -4.08)
H (4.32, -5.16, 0.43)
H (-7.04, 5.12, 5.08)
H (5.62, -3.03, -2.37)
H (-2.85, 5.39, 5.98)
H (-4.33, 2.41, -1.11)
H (-1.44, -3.35, -1.11)
H (6.11, -3.35, -0.25)
H (1.55, -5.02, 0.90)
H (-0.32, -0.17, 2.77)
H (-1.45, 7.15, -1.45)
H (-4.11, 2.48, -2.85)
H (-1.77, 2.26, -1.26)
H (3.73, -2.00, 2.18)
H (4.80, -4.40, -1.04)
H (1.13, -3.37, 0.78)
H (-2.53, -5.29, -0.41)
H (5.40, -1.84, 2.50)
H (-2.02, 1.81, -3.92)
H (-5.19, 5.14, 6.74)
H (-4.88, 5.02, 0.99)
H (6.89, -2.20, 0.74)
H (4.89, -3.33, 1.91)
H (1.06, -3.51, -1.70)
H (4.33, -0.07, -3.56)
H (5.13, 0.37, -0.21)
H (6.53, -1.86, -0.99)
H (5.55, -0.39, -2.28)
H (-2.80, 3.04, 2.60)
H (1.50, 0.77, 2.86)
H (5.82, -0.04, 1.40)
H (2.41, -4.14, -2.65)
H (1.79, -2.43, -3.22)

## Properties
- Net charge: -2
- 2S+1: 1

---

| no. | calculated total energy (eV) |
| --- | --- |
| 1 | -7827.87075 |
| 2 | -58398.77963 |
| 3 | -33010.05731 |
| 4 | -64844.20598 |
| 5 | -119555.59555 |
| 6 | -98030.84145 |